Computed, not measured: an isolated molecule of C4H9NO, with ωB97M-V/def2-TZVPD.

```
15
Properties=species:S:1:pos:R:3:forces:R:3:lowdin_charge:R:1
C -1.60382 1.05104 0.11853 0.0 0.3 -0.2 -0.154
C -0.87828 1.05306 -1.21942 0.6 0.3 0.5 -0.103
N 0.22524 0.31098 -1.21890 -0.7 -0.1 -0.5 -0.085
C 0.32860 -0.94317 -0.46413 -0.1 -0.1 0.1 -0.173
C 1.18596 -0.89977 0.81105 0.0 -0.2 -0.1 -0.249
O 1.36374 0.38363 1.36665 -0.1 0.1 -0.1 -0.074
H -1.07894 0.71965 1.03020 0.0 -0.1 -0.4 0.062
H -1.80139 2.12094 0.21801 -0.2 0.0 0.3 0.060
H -2.59855 0.59208 0.08682 0.1 0.0 -0.2 0.073
H -0.70309 -1.21400 -0.25597 0.1 -0.2 0.3 0.107
H 0.76523 0.33890 -2.07683 -0.1 0.0 0.1 0.114
H 0.71925 -1.70060 -1.14993 0.0 0.1 0.1 0.122
H 2.15052 -1.36574 0.58407 0.1 0.1 0.2 0.108
H 0.67407 -1.49724 1.56854 0.2 -0.1 0.0 0.117
H 1.30818 1.03258 0.65269 0.1 0.0 0.0 0.075
```
Forces are in eV/Å.

Output
Kohn-Sham gap = 8.870 eV
ΔE to the lowest compared entry with this formula, charge and spin = 83.2 kcal/mol
Largest force on an atom = 0.84 eV Å⁻¹